DFT (ωB97M-V/def2-TZVPD) results for a molecular structure, C29H47BrN2OP2Sr.

Geometry (Å):
C -0.771 7.179 -5.947
C -1.016 5.804 -6.171
C -1.248 5.402 -7.511
C -1.228 6.374 -8.528
N -0.995 7.654 -8.279
C -0.774 8.064 -7.038
C -0.981 4.847 -5.065
C -0.847 3.989 -4.194
C -0.446 2.947 -3.303
C 0.636 3.138 -2.421
C 1.254 2.080 -1.786
C 0.821 0.736 -1.980
C -0.417 0.591 -2.665
C -1.062 1.679 -3.269
Sr -0.920 1.791 -0.182
P 1.978 -0.620 -1.494
H -1.433 4.360 -7.780
H -0.571 7.571 -4.947
H -1.411 6.091 -9.563
H -0.593 9.127 -6.886
H -2.005 1.532 -3.803
H 1.077 4.146 -2.346
H -0.874 -0.410 -2.674
H 2.092 2.283 -1.105
C 1.957 -2.092 -0.402
C 2.745 -3.291 -0.902
H 0.903 -2.342 -0.245
H 2.351 -1.769 0.571
H 2.882 -4.006 -0.103
H 2.237 -3.807 -1.722
H 3.722 -3.013 -1.280
C 2.204 -1.268 -3.181
C 3.064 -0.406 -4.094
H 1.183 -1.382 -3.577
H 2.629 -2.274 -3.097
H 2.924 -0.766 -5.119
H 2.823 0.668 -4.058
H 4.121 -0.511 -3.818
C 3.482 0.261 -0.956
C 4.750 -0.568 -0.841
H 3.219 0.695 0.025
H 3.658 1.099 -1.647
H 5.567 0.092 -0.523
H 4.661 -1.382 -0.118
H 5.043 -1.018 -1.797
Br -1.141 -1.022 -0.013
P -2.610 -3.311 -4.140
C -0.767 -3.479 -4.056
C -0.324 -4.927 -4.280
H -0.429 -3.112 -3.076
H -0.336 -2.829 -4.832
H 0.752 -4.972 -4.483
H -0.521 -5.550 -3.401
H -0.843 -5.372 -5.137
C -3.085 -3.079 -2.378
C -4.464 -3.645 -2.031
H -3.038 -2.005 -2.152
H -2.310 -3.565 -1.770
H -4.572 -3.681 -0.943
H -5.268 -3.014 -2.421
H -4.597 -4.660 -2.417
C -2.819 -1.620 -4.847
C -3.064 -1.680 -6.356
H -1.940 -1.006 -4.612
H -3.689 -1.180 -4.339
H -3.406 -0.706 -6.720
H -2.151 -1.937 -6.904
H -3.834 -2.419 -6.601
C 2.130 2.372 4.978
N 1.302 2.325 3.774
C 0.381 3.417 3.519
C 1.281 1.307 2.904
C 2.201 0.161 3.189
O 0.517 1.399 1.882
H 1.875 3.294 5.500
H 3.205 2.397 4.759
H 1.940 1.535 5.657
H 0.618 3.915 2.564
H -0.657 3.055 3.488
H 0.501 4.129 4.346
H 1.922 -0.328 4.139
H 2.164 -0.564 2.370
H 3.227 0.547 3.306

Cartesian forces (eV/Å) of the 3 atoms listed first:
C 0.005 -0.113 -0.072
C -0.048 0.390 -0.276
C -0.011 0.094 0.184

Properties
Energy relative to the best compared isomer or geometry (same formula, charge and spin) in eV: 0.087
HOMO level in eV: -11.93
Total charge: +2
Gap between HOMO and LUMO in eV: 5.26
LUMO level in eV: -6.7
Multiplicity: 1

Results of the Mulliken charge analysis, in e, for atoms 1 through 4: -0.45 0.73 -0.34 -0.36

=====

DFT (ωB97M-V/def2-TZVPD) results for a gas-phase ion, C12H17N2O (charge +1).

Geometry (Å):
N 0.290 0.148 2.080
C 0.080 -0.260 0.822
C 0.722 -1.567 0.415
C 2.243 -1.505 0.248
C 2.623 -0.913 -1.111
C 1.682 0.238 -1.499
N 1.269 0.946 -0.321
C 1.671 2.113 -0.037
O 1.345 2.797 1.025
C -1.279 0.006 0.275
C -2.296 -0.773 0.834
C -3.597 -0.651 0.385
C -3.907 0.253 -0.617
C -2.907 1.033 -1.167
C -1.599 0.912 -0.727
H 1.037 -0.248 2.630
H -0.387 0.726 2.551
H 0.270 -1.928 -0.508
H 0.474 -2.285 1.202
H 2.654 -2.510 0.327
H 2.682 -0.907 1.048
H 3.652 -0.556 -1.073
H 2.564 -1.677 -1.885
H 2.173 0.910 -2.209
H 0.778 -0.157 -1.966
H 2.339 2.667 -0.703
H 0.751 2.315 1.625
H -2.061 -1.481 1.614
H -4.367 -1.268 0.822
H -4.924 0.347 -0.965
H -3.137 1.743 -1.946
H -0.837 1.533 -1.169

Cartesian forces (eV/Å) of the 3 atoms listed first:
N 0.006 -0.072 0.292
C 0.504 0.515 -0.388
C 0.423 -0.144 -0.001

Properties
Structure (SMILES): [NH2+]=C(CCCC/N=C/O)c1ccccc1
Energy relative to the best compared isomer or geometry (same formula, charge and spin) in eV: 1.308
HOMO level in eV: -12.94
Total charge: +1
Gap between HOMO and LUMO in eV: 10.02
LUMO level in eV: -2.9
Multiplicity: 1

Results of the Mulliken charge analysis, in e, for atoms 1 through 4: -0.22 0.55 -0.86 -0.69

=====

DFT (ωB97M-V/def2-TZVPD) results for 4 unconnected molecules or ions with the total composition C3H12O3.

Geometry (Å):
C -1.809 -1.281 -1.794
C -1.576 0.008 -1.629
C -0.512 0.796 -2.358
H -2.801 -1.611 -1.490
H -1.457 -1.883 -2.606
H -2.240 0.584 -1.021
H -0.382 0.448 -3.376
H 0.409 0.752 -1.800
H -0.908 1.794 -2.554
O 2.647 0.046 1.198
H 2.791 -0.598 1.902
H 1.710 0.243 1.149
O 3.930 -2.485 1.121
H 4.824 -2.158 1.055
H 3.313 -2.136 0.473
O -2.932 2.551 3.703
H -2.949 2.572 4.661
H -2.058 2.359 3.364

Cartesian forces (eV/Å) of the 3 atoms listed first:
C -2.182 0.246 -0.630
C 0.839 0.067 -0.936
C -1.120 -0.060 -0.235

Properties
Structure (SMILES): C=CC.O.O.O
Energy relative to the best compared isomer or geometry (same formula, charge and spin) in eV: 1.276
HOMO level in eV: -9.86
Gap between HOMO and LUMO in eV: 10.26
LUMO level in eV: 0.4
Multiplicity: 1

Results of the Mulliken charge analysis, in e, for atoms 1 through 4: -0.77 -0.07 -0.91 0.26

=====

DFT (ωB97M-V/def2-TZVPD) results for a single C3H5N5 molecule.

Geometry (Å):
C -1.370 -0.567 1.068
C -1.932 -0.320 -0.244
N -0.821 0.543 0.459
C 0.412 0.492 -0.105
N 1.010 -0.670 -0.575
N 2.207 -0.594 -0.852
N 2.564 0.737 -0.440
N 1.530 1.301 0.041
H -0.653 -1.472 1.298
H -1.645 -0.532 2.089
H -2.873 0.339 -0.213
H -1.686 -0.526 -1.445
H 3.257 1.269 -1.080

Cartesian forces (eV/Å) of the 3 atoms listed first:
C 3.607 -5.393 1.726
C -1.222 3.573 -2.920
N -1.011 2.317 -1.282

Properties
Structure (SMILES): C1CN1c1nn[nH]n1
Energy relative to the best compared isomer or geometry (same formula, charge and spin) in eV: 5.780
HOMO level in eV: -9.65
Gap between HOMO and LUMO in eV: 10.46
LUMO level in eV: 0.8
Multiplicity: 1

Results of the Mulliken charge analysis, in e, for atoms 1 through 4: -0.51 -0.08 -0.35 0.62

=====

DFT (ωB97M-V/def2-TZVPD) results for a molecular structure, C26H33AsBrCl2F3MgN2O4Si2.

Geometry (Å):
Mg -0.024 0.446 -0.463
Br -1.295 -4.140 5.726
C -0.802 -2.763 4.484
C -0.559 -1.449 5.036
C -0.229 -0.451 4.167
C -0.091 -0.631 2.766
C -0.322 -2.010 2.161
C -0.714 -3.050 3.188
N 0.150 0.369 1.910
C 0.462 1.603 2.294
C 0.589 2.676 1.368
C 0.946 3.974 1.805
C 1.064 4.992 0.896
C 0.832 4.746 -0.463
C 0.487 3.462 -0.822
N 0.359 2.459 0.049
H -0.686 -1.267 6.092
H -0.112 0.542 4.580
H -1.155 -1.921 1.453
H -0.925 -4.048 2.825
H 0.638 1.856 3.334
H 1.125 4.140 2.860
H 1.339 5.987 1.231
H 0.923 5.521 -1.210
H 0.300 3.204 -1.859
O -4.089 0.096 -0.396
Cl -2.769 0.485 0.003
O -2.748 0.913 1.371
O -2.230 1.534 -0.860
O -1.829 -0.661 -0.172
F 2.852 1.191 -1.161
C 2.260 0.165 -0.421
F 2.996 0.203 0.757
F 2.788 -0.982 -1.043
Cl 6.232 -3.768 3.799
C 4.662 -3.397 3.094
C 3.673 -2.851 3.886
C 2.433 -2.560 3.327
C 2.172 -2.814 1.986
C 0.851 -2.526 1.306
C 3.199 -3.358 1.214
C 4.440 -3.654 1.752
H 3.864 -2.649 4.932
H 1.673 -2.126 3.963
H 0.522 -3.449 0.814
H 1.049 -1.815 0.499
H 3.028 -3.531 0.157
H 5.230 -4.061 1.135
C -1.948 2.447 -4.001
Si -1.702 0.595 -4.244
C -1.413 0.426 -6.107
C -3.367 -0.212 -3.915
As 0.165 -0.137 -3.088
Si -0.262 -2.395 -3.211
C -1.625 -3.174 -2.176
C 1.308 -3.301 -2.699
C -0.618 -2.978 -4.975
H -2.757 2.805 -4.647
H -1.034 2.991 -4.263
H -2.199 2.681 -2.964
H -2.233 0.874 -6.684
H -1.314 -0.622 -6.401
H -0.480 0.929 -6.375
H -4.139 0.252 -4.540
H -3.658 -0.103 -2.866
H -3.341 -1.282 -4.141
H -1.441 -3.041 -1.108
H -1.673 -4.247 -2.395
H -2.600 -2.725 -2.384
H 1.462 -3.230 -1.618
H 2.186 -2.857 -3.176
H 1.245 -4.360 -2.973
H -1.599 -2.641 -5.326
H -0.600 -4.074 -5.014
H 0.134 -2.589 -5.667

Cartesian forces (eV/Å) of the 3 atoms listed first:
Mg 0.819 -0.165 0.059
Br 0.005 0.006 0.014
C -0.020 0.099 0.091

Properties
HOMO level (alpha / beta) in eV: -1.18 / -1.10
Total charge: -2
Gap between HOMO and LUMO (alpha / beta) in eV: 5.14 / 5.06
LUMO level (alpha / beta) in eV: 4.0 / 4.0
Multiplicity: 1

Results of the Mulliken charge analysis, in e, for atoms 1 through 4: 2.46 -0.29 -0.19 -1.10

=====

Q: Which DFT total energy values were calculated for the entries above? A: -125306.223; -17741.095; -9446.750; -10637.094; -223945.265, in eV.
Q: Which strongest force on any atom values were calculated for the entries above? A: 1.9; 1.3; 2.3; 6.9; 0.8, in eV/Å.